Here is a 12-piece molecular cluster, C56H148N12O16 overall in a non-equilibrium geometry from the Open Molecules 2025 dataset. Energies are from ωB97M-V with the def2-TZVPD basis set.

Cartesian coordinates (Å):
C -18.703 -3.871 -15.398
O -19.164 -3.903 -14.070
C -18.122 -3.560 -13.143
C -18.682 -3.603 -11.736
C -19.637 -2.465 -11.390
N -17.502 -3.481 -10.851
H -17.865 -4.553 -15.579
H -18.445 -2.844 -15.672
H -19.494 -4.194 -16.077
H -17.282 -4.243 -13.328
H -17.692 -2.582 -13.394
H -19.170 -4.564 -11.537
H -20.110 -2.564 -10.413
H -20.350 -2.219 -12.180
H -19.049 -1.543 -11.305
H -16.906 -4.277 -11.069
H -17.862 -3.569 -9.898
C -18.306 -0.057 -6.235
O -18.848 -1.357 -6.395
C -18.037 -2.197 -7.174
C -18.646 -3.603 -7.199
C -18.697 -4.126 -5.738
N -17.987 -4.505 -8.118
H -18.488 0.480 -7.172
H -17.279 -0.122 -5.870
H -18.912 0.459 -5.489
H -17.966 -1.868 -8.222
H -17.020 -2.194 -6.762
H -19.705 -3.500 -7.455
H -17.703 -4.423 -5.403
H -19.415 -4.944 -5.652
H -19.092 -3.321 -5.119
H -16.979 -4.447 -8.119
H -18.336 -5.450 -8.027
C -8.416 -10.042 -8.563
O -7.807 -8.920 -7.988
C -8.585 -7.897 -7.462
C -9.655 -7.385 -8.448
C -9.154 -6.791 -9.762
N -10.521 -6.361 -7.839
H -7.672 -10.743 -8.932
H -9.069 -9.784 -9.402
H -9.047 -10.532 -7.808
H -9.126 -8.237 -6.563
H -7.962 -7.084 -7.091
H -10.334 -8.204 -8.716
H -8.601 -7.568 -10.298
H -8.489 -5.946 -9.574
H -9.978 -6.467 -10.395
H -11.308 -6.119 -8.435
H -11.039 -6.757 -7.052
C -23.522 -8.942 -14.862
O -22.447 -9.101 -13.947
C -22.223 -7.937 -13.152
C -21.519 -6.807 -13.899
C -20.210 -7.228 -14.565
N -21.201 -5.784 -12.896
H -23.697 -9.852 -15.433
H -23.283 -8.116 -15.532
H -24.466 -8.752 -14.341
H -23.160 -7.616 -12.682
H -21.607 -8.325 -12.337
H -22.168 -6.385 -14.675
H -19.336 -7.321 -13.915
H -19.950 -6.461 -15.298
H -20.268 -8.187 -15.087
H -20.516 -5.151 -13.325
H -21.985 -5.121 -12.838
C -12.214 -9.854 -8.892
O -11.422 -10.020 -10.049
C -12.063 -10.688 -11.126
C -11.096 -10.729 -12.331
C -9.853 -11.577 -12.086
N -10.608 -9.357 -12.574
H -11.613 -9.827 -7.982
H -12.804 -10.765 -8.739
H -12.809 -8.944 -8.980
H -12.317 -11.726 -10.876
H -12.988 -10.133 -11.316
H -11.598 -11.078 -13.236
H -9.271 -11.185 -11.247
H -9.169 -11.492 -12.928
H -10.085 -12.617 -11.842
H -11.451 -8.764 -12.667
H -10.313 -9.019 -11.656
C -18.004 -10.436 -10.673
O -18.484 -11.343 -11.644
C -19.779 -10.928 -12.068
C -20.450 -12.041 -12.921
C -19.869 -12.031 -14.334
N -21.859 -11.701 -13.062
H -17.109 -10.775 -10.146
H -18.739 -10.212 -9.893
H -17.705 -9.500 -11.165
H -20.396 -10.837 -11.167
H -19.773 -9.993 -12.642
H -20.297 -13.036 -12.503
H -20.383 -12.757 -14.968
H -18.824 -12.341 -14.397
H -20.026 -11.038 -14.761
H -22.386 -11.705 -12.189
H -21.907 -10.694 -13.282
C -16.709 -6.665 -11.146
O -15.708 -5.662 -11.266
C -14.750 -6.032 -12.231
C -13.690 -7.036 -11.718
C -13.001 -6.446 -10.498
N -12.684 -7.235 -12.740
H -17.181 -6.841 -12.117
H -17.416 -6.326 -10.386
H -16.340 -7.618 -10.752
H -15.215 -6.500 -13.108
H -14.208 -5.168 -12.623
H -14.138 -7.991 -11.426
H -12.552 -5.492 -10.785
H -12.257 -7.140 -10.113
H -13.754 -6.273 -9.723
H -13.041 -7.432 -13.685
H -11.981 -6.508 -12.800
C -14.760 -0.690 -18.405
O -14.532 -1.720 -17.467
C -14.427 -3.000 -18.047
C -14.670 -4.075 -17.005
C -13.661 -4.136 -15.880
N -14.685 -5.409 -17.638
H -13.915 -0.620 -19.097
H -14.819 0.254 -17.866
H -15.702 -0.869 -18.929
H -15.148 -3.110 -18.871
H -13.457 -3.102 -18.561
H -15.681 -3.888 -16.641
H -13.690 -3.209 -15.295
H -12.634 -4.126 -16.255
H -13.839 -4.975 -15.212
H -13.941 -5.383 -18.332
H -15.535 -5.672 -18.121
C -17.183 -10.276 -13.191
O -16.734 -9.707 -14.397
C -15.379 -9.292 -14.357
C -15.170 -8.211 -15.403
N -13.758 -7.843 -15.531
C -12.830 -8.812 -16.124
C -11.419 -8.220 -16.117
O -11.366 -7.126 -17.029
C -10.114 -6.476 -16.968
H -18.270 -10.303 -13.267
H -16.857 -9.757 -12.283
H -16.868 -11.319 -13.047
H -14.770 -10.182 -14.562
H -15.018 -8.953 -13.378
H -15.712 -7.296 -15.160
H -15.608 -8.579 -16.343
H -13.802 -6.992 -16.082
H -13.203 -8.938 -17.150
H -12.936 -9.747 -15.580
H -10.728 -8.955 -16.538
H -11.182 -7.926 -15.093
H -10.211 -5.476 -17.386
H -9.398 -6.996 -17.619
H -9.684 -6.498 -15.964
C -15.905 -8.940 -8.106
O -15.090 -8.065 -7.366
C -15.546 -6.724 -7.464
C -14.445 -5.842 -6.899
N -14.721 -4.407 -7.151
C -14.345 -4.077 -8.526
C -14.486 -2.566 -8.754
O -13.551 -1.965 -7.897
C -13.521 -0.545 -7.989
H -16.970 -8.740 -7.960
H -15.707 -9.996 -7.915
H -15.651 -8.861 -9.174
H -16.456 -6.592 -6.874
H -15.711 -6.470 -8.517
H -13.449 -6.022 -7.323
H -14.387 -5.967 -5.817
H -14.155 -3.890 -6.492
H -14.950 -4.579 -9.281
H -13.277 -4.307 -8.643
H -15.517 -2.265 -8.544
H -14.256 -2.352 -9.807
H -12.948 -0.327 -8.903
H -12.879 -0.172 -7.196
H -14.517 -0.122 -8.121
C -20.040 -8.601 -7.741
O -19.499 -7.856 -8.812
C -20.451 -7.331 -9.735
C -21.315 -6.168 -9.278
N -22.444 -5.986 -10.180
C -23.251 -4.801 -9.895
C -24.298 -4.605 -10.984
O -23.716 -4.565 -12.280
C -24.594 -4.953 -13.304
H -19.232 -9.237 -7.381
H -20.866 -9.243 -8.064
H -20.402 -7.990 -6.910
H -21.003 -8.190 -10.138
H -19.818 -7.035 -10.578
H -20.738 -5.232 -9.299
H -21.630 -6.336 -8.241
H -22.007 -5.951 -11.102
H -22.649 -3.887 -9.782
H -23.721 -4.988 -8.928
H -24.840 -3.666 -10.845
H -25.028 -5.416 -10.897
H -24.208 -4.780 -14.305
H -25.541 -4.397 -13.263
H -24.910 -5.995 -13.184
C -7.101 -1.573 -6.695
O -8.126 -2.268 -7.371
C -9.141 -1.363 -7.775
C -10.224 -2.142 -8.526
N -9.672 -2.711 -9.742
C -10.712 -3.348 -10.557
C -10.168 -3.485 -11.990
O -10.931 -4.471 -12.647
C -10.742 -4.521 -14.035
H -7.367 -1.310 -5.667
H -6.708 -0.738 -7.281
H -6.263 -2.274 -6.607
H -8.771 -0.635 -8.505
H -9.611 -0.876 -6.914
H -11.000 -1.397 -8.723
H -10.726 -2.808 -7.812
H -8.988 -3.404 -9.462
H -11.623 -2.756 -10.530
H -10.854 -4.385 -10.236
H -9.114 -3.789 -11.920
H -10.131 -2.553 -12.565
H -11.302 -5.352 -14.470
H -9.708 -4.726 -14.332
H -11.108 -3.634 -14.558

Forces on atoms 1 to 6 (eV/Å):
C -0.322 0.162 -0.268
O 0.291 0.058 -0.028
C -0.504 -0.064 -0.802
C 0.813 0.260 0.837
C 0.466 0.902 -0.575
N -0.603 0.289 -0.459

The calculation puts the energy above the lowest of the compared OMol25 structures with the same formula, charge and spin at 1.435 eV. The value obtained for the lowest unoccupied orbital energy is 0.53 eV. The calculation puts the HOMO-LUMO gap at 8.90 eV.



Here is C4H6O2 as an isolated structure from the Open Molecules 2025 dataset. Energies are from ωB97M-V with the def2-TZVPD basis set.

Cartesian coordinates (Å):
O 2.668 -0.688 -0.248
C 1.898 -0.024 0.418
C 0.657 0.423 -0.176
C -0.373 -0.508 -0.765
C -1.472 0.045 0.142
O -0.652 0.891 1.001
H 2.154 0.348 1.431
H -0.071 1.481 0.285
H -0.162 -1.568 -0.596
H -0.533 -0.348 -1.834
H -1.950 -0.703 0.776
H -2.245 0.628 -0.368

Forces on atoms 1 to 6 (eV/Å):
O 0.012 -0.065 0.039
C -0.318 0.255 0.038
C 0.269 -0.245 -0.043
C -0.053 -0.082 -0.136
C -0.229 -0.239 -0.168
O 0.323 -0.031 0.177

The calculation puts the energy above the lowest of the compared OMol25 structures with the same formula, charge and spin at 4.982 eV. The value obtained for the lowest unoccupied orbital energy is 0.25 eV. The calculation puts the HOMO-LUMO gap at 9.17 eV.



Here is C24H20FeN4 as an isolated structure from the Open Molecules 2025 dataset. Energies are from ωB97M-V with the def2-TZVPD basis set.

Cartesian coordinates (Å):
Fe -0.528 -0.395 -0.219
C 3.896 -1.278 -3.411
C 3.835 -0.011 -2.845
C 3.032 0.219 -1.739
C 2.286 -0.819 -1.183
C 2.352 -2.086 -1.750
C 3.154 -2.312 -2.861
N 1.411 -0.584 -0.082
C 1.924 -0.347 1.155
C 3.302 -0.318 1.470
C 3.706 -0.081 2.758
C 2.794 0.135 3.816
C 1.456 0.097 3.559
C 1.016 -0.133 2.239
N -0.284 -0.248 1.856
N -1.259 -0.267 2.647
C -2.450 -0.566 1.946
C -3.634 -0.609 2.665
C -4.794 -0.988 2.016
C -4.741 -1.326 0.669
C -3.528 -1.243 0.018
N -2.400 -0.859 0.629
H 4.522 -1.457 -4.275
H 4.414 0.801 -3.266
H 2.991 1.203 -1.286
H 1.781 -2.895 -1.310
H 3.202 -3.303 -3.293
H 4.031 -0.493 0.692
H 4.767 -0.065 2.974
H 3.162 0.319 4.815
H 0.718 0.242 4.336
H -3.611 -0.360 3.716
H -5.730 -1.035 2.557
H -5.620 -1.652 0.132
H -3.442 -1.491 -1.032
C 0.181 2.631 -0.027
C -0.869 2.071 -0.777
C -0.605 1.211 -1.890
C -1.651 0.664 -2.630
C -2.972 0.977 -2.319
C -3.249 1.827 -1.246
C -2.231 2.349 -0.479
H -0.030 3.287 0.806
H 1.210 2.427 -0.280
H 0.423 1.058 -2.207
H -1.427 0.038 -3.484
H -3.778 0.579 -2.920
H -4.275 2.079 -1.013
H -2.456 3.006 0.352

Forces on atoms 1 to 6 (eV/Å):
Fe 0.037 0.004 -0.048
C -0.001 0.022 0.008
C 0.013 -0.040 -0.026
C -0.009 0.017 0.058
C -0.031 0.077 0.021
C -0.013 -0.046 -0.058

The total charge is +1. The calculation puts the energy above the lowest of the compared OMol25 structures with the same formula, charge and spin at 0.000 eV. The value obtained for the lowest unoccupied orbital energy (spin up / spin down) is -4.27 / -4.34 eV. The calculation puts the HOMO-LUMO gap (spin up / spin down) at 6.15 / 6.26 eV. The multiplicity is 6.



Here is C26H45N3NdP2 as an isolated structure in a non-equilibrium geometry from the Open Molecules 2025 dataset. Energies are from ωB97M-V with the def2-TZVPD basis set.

Cartesian coordinates (Å):
Nd -0.085 0.054 0.221
C -2.208 1.686 0.810
C -2.609 0.767 -0.209
C -2.387 -0.400 1.775
C -2.134 0.971 2.040
C -2.709 -0.535 0.393
C -1.983 3.142 0.656
H -1.582 3.376 -0.339
H -1.261 3.506 1.403
H -2.923 3.704 0.790
C -1.982 1.576 3.390
H -1.752 2.642 3.328
H -1.190 1.094 3.979
H -2.917 1.472 3.963
C -2.430 -1.495 2.778
H -3.468 -1.769 3.010
H -1.946 -1.205 3.718
H -1.925 -2.397 2.409
C -3.181 -1.766 -0.295
H -4.287 -1.826 -0.273
H -2.773 -2.667 0.186
H -2.863 -1.771 -1.351
C -2.975 1.118 -1.607
H -3.968 1.606 -1.675
H -2.983 0.227 -2.248
H -2.236 1.810 -2.039
C 1.520 0.454 -2.415
C 0.473 1.305 -2.570
C -0.151 1.557 -3.912
C -1.030 0.446 -4.556
C -1.132 -0.866 -3.831
C -0.087 -1.685 -3.683
C 1.262 -1.384 -4.269
C 2.116 -0.286 -3.577
H 0.632 1.826 -4.640
H -0.670 0.281 -5.586
H -0.787 2.452 -3.825
H 2.433 0.432 -4.353
H 2.130 0.412 -1.499
H 0.171 2.027 -1.793
H 3.042 -0.769 -3.229
H 1.845 -2.317 -4.249
H -0.182 -2.678 -3.236
H 1.158 -1.115 -5.332
H -2.051 0.841 -4.662
H -2.147 -1.164 -3.559
P 1.847 2.159 1.287
C 1.628 2.987 2.912
H 2.520 3.600 3.113
H 1.520 2.240 3.709
H 0.734 3.621 2.905
C 3.553 1.530 1.565
H 4.157 2.330 2.018
H 3.998 1.219 0.612
H 3.524 0.666 2.241
C 2.215 3.621 0.246
H 2.640 3.284 -0.710
H 2.922 4.276 0.780
H 1.273 4.156 0.048
P 1.054 -2.751 0.539
C -0.004 -4.025 -0.250
H 0.652 -4.831 -0.617
H -0.535 -3.570 -1.100
H -0.735 -4.418 0.465
C 2.567 -3.045 -0.460
H 2.308 -3.078 -1.527
H 3.007 -4.001 -0.139
H 3.281 -2.228 -0.287
C 1.521 -3.591 2.104
H 1.847 -4.619 1.881
H 0.661 -3.615 2.792
H 2.339 -3.046 2.597
N 0.727 -0.361 2.363
C 0.880 -0.503 3.537
N 1.176 -0.781 4.736
C 0.663 -0.186 5.798
N 0.269 0.271 6.804

Forces on atoms 1 to 6 (eV/Å):
Nd -1.085 0.105 0.996
C -0.040 -1.075 0.150
C 0.297 -0.479 0.767
C 0.066 0.379 -0.709
C 0.269 -0.233 -0.723
C 0.410 1.098 0.054

The total charge is +1. The value obtained for the lowest unoccupied orbital energy (spin up / spin down) is -3.09 / -2.98 eV. The calculation puts the HOMO-LUMO gap (spin up / spin down) at 7.59 / 7.72 eV. The multiplicity is 4.